No. 1
Computed, not measured: a cluster of 2 separate species, C3H5O3 in total, with ωB97M-V with the def2-TZVPD basis set.

The geometry in XYZ format:
```
11
Properties=species:S:1:pos:R:3:forces:R:3
O 1.375 -0.551 2.489 -0.3 0.0 -0.3
C 0.962 -0.753 1.308 0.0 0.4 0.3
H 0.449 -1.719 1.086 -0.4 0.3 0.0
H 1.647 -0.517 0.458 -0.5 0.4 0.0
C -0.675 0.622 0.770 2.1 -2.4 -0.7
O -1.004 0.229 -0.594 -0.4 0.3 -0.3
C -0.191 0.478 -1.557 0.7 0.7 1.0
O -0.855 0.216 -2.688 -0.8 -0.6 -1.0
H -0.035 1.521 0.753 -1.1 -0.4 0.7
H -1.417 0.110 1.402 0.5 1.3 -0.1
H -0.257 0.365 -3.427 0.1 0.0 0.3
```
Forces are in eV/Å.

Results
Highest occupied orbital energy, eV: -2.1
Multiplicity: 1
Net charge: -1
Orbital gap, eV: 5.7
Max |F|, eV/Å: 3.25
Energy, eV: -9330.68168

Results of the Mulliken charge analysis, in e, for atoms 1 through 6: O -0.73; C -0.12; H 0.20; H 0.18; C -0.77; O -0.03

No. 2
Computed, not measured: a cluster of 2 separate species, C3H5O3 in total, with ωB97M-V with the def2-TZVPD basis set.

The geometry in XYZ format:
```
11
Properties=species:S:1:pos:R:3:forces:R:3
O 1.852 -2.246 -0.316 0.0 0.0 -0.1
C 0.714 -1.970 -0.615 -0.2 -0.3 0.5
C -0.156 -0.988 0.117 0.8 0.1 -0.8
H 0.257 -2.499 -1.480 -0.1 0.1 -0.1
H -0.906 -1.484 0.731 0.0 -0.1 0.0
H -0.653 -0.380 -0.645 -0.2 0.1 0.2
H 0.488 -0.327 0.688 -0.3 0.1 0.3
O 0.571 2.231 -0.368 -0.1 -0.1 0.1
C -0.396 2.461 0.394 0.3 0.0 -0.4
O -0.832 1.781 1.345 -0.1 0.2 0.1
H -0.939 3.421 0.149 -0.1 0.0 0.2
```
Forces are in eV/Å.

Results
Highest occupied orbital energy, eV: -4.0
Multiplicity: 1
Net charge: -1
Orbital gap, eV: 7.9
Max |F|, eV/Å: 1.13
Energy, eV: -9335.52957

Results of the Mulliken charge analysis, in e, for atoms 1 through 6: O -0.50; C 0.12; C -0.73; H 0.31; H 0.31; H 0.22

No. 3
Computed, not measured: a cluster of 2 separate species, C3H5O3 in total, with ωB97M-V with the def2-TZVPD basis set.

The geometry in XYZ format:
```
11
Properties=species:S:1:pos:R:3:forces:R:3
C 2.881 -0.036 -0.086 -2.3 -1.1 -0.7
C 0.222 -0.052 0.369 2.8 1.9 2.5
C -2.008 -0.216 -0.335 -2.0 1.0 3.0
O 0.648 0.237 1.436 -2.2 -1.3 -2.9
O -0.575 -0.181 -0.554 1.0 -0.4 -0.5
O 1.845 -0.127 -0.744 0.1 0.2 0.7
H 3.778 -0.236 -0.592 1.6 0.2 -0.7
H 2.828 0.035 0.983 0.1 0.4 0.8
H -2.455 0.729 -0.767 0.7 -1.3 0.3
H -2.126 -0.220 0.827 -0.2 0.2 -2.1
H -2.420 -1.156 -0.699 0.3 0.3 -0.4
```
Forces are in eV/Å.

Results
Highest occupied orbital energy, eV: -16.6
Multiplicity: 1
Net charge: +1
Orbital gap, eV: 11.7
Max |F|, eV/Å: 4.25
Energy, eV: -9324.60721

Results of the Mulliken charge analysis, in e, for atoms 1 through 6: C -0.01; C 0.91; C -0.55; O -0.30; O -0.15; O -0.37

No. 4
Computed, not measured: the ion C3H5O3S2 with charge -1, with ωB97M-V with the def2-TZVPD basis set.

The geometry in XYZ format:
```
13
Properties=species:S:1:pos:R:3:forces:R:3
C 2.260 0.380 0.325 -0.8 -0.5 3.2
C -1.878 0.624 -0.442 1.5 2.2 1.1
C -1.122 -0.186 0.580 0.9 -1.7 -3.5
O 1.713 -0.412 -0.529 -1.8 -1.9 -1.8
O 0.510 -1.958 1.070 2.0 -1.8 2.0
O -0.156 -1.914 -1.262 -0.3 -0.7 -2.2
S 3.262 1.533 -0.239 1.9 2.3 -1.1
S 0.104 -1.227 -0.060 -2.1 2.6 1.7
H 2.075 0.345 1.409 -0.1 -0.2 -0.4
H -2.779 0.972 0.049 -0.4 0.2 -0.3
H -1.351 1.500 -0.937 -0.3 -0.2 1.0
H -2.065 0.091 -1.306 -1.0 -1.8 -1.5
H -0.572 0.252 1.341 0.4 1.4 1.8
```
Forces are in eV/Å.

Results
Highest occupied orbital energy (alpha / beta), eV: -2.1 / -3.5
Multiplicity: 3
Net charge: -1
Expectation value of S²: 2.01
Orbital gap (alpha / beta), eV: 5.3 / 4.6
Max |F|, eV/Å: 3.96
Energy, eV: -31001.05119

Results of the Mulliken charge analysis, in e, for atoms 1 through 6: C -0.07; C -0.92; C -0.45; O -0.49; O -0.61; O -0.67

No. 5
Computed, not measured: a structure of composition C3H5O3Sm, with ωB97M-V with the def2-TZVPD basis set.

The geometry in XYZ format:
```
12
Properties=species:S:1:pos:R:3:forces:R:3
H -1.650 -0.383 -0.723 0.0 0.2 -0.4
O -0.739 -0.112 -0.518 -1.2 1.1 0.6
C 0.078 -2.107 -0.603 1.5 -3.4 -1.6
C 0.005 0.284 -1.705 -0.3 -0.8 -1.1
O -0.536 -3.071 -0.718 -0.3 2.3 1.0
O 1.177 -1.555 -0.698 0.2 0.6 0.2
C 1.390 -0.243 -1.421 -0.2 0.1 0.3
Sm -1.027 2.217 1.634 -0.2 0.1 0.3
H -0.028 1.347 -1.951 0.1 0.1 0.5
H -0.412 -0.211 -2.590 -0.1 -0.1 0.2
H 1.917 0.399 -0.708 0.3 -0.5 -0.3
H 1.950 -0.520 -2.317 0.2 0.3 0.2
```
Forces are in eV/Å.

Results
Highest occupied orbital energy (alpha / beta), eV: -23.6 / -24.4
Multiplicity: 7
Net charge: +3
Expectation value of S²: 12.01
Orbital gap (alpha / beta), eV: 9.7 / 10.7
Max |F|, eV/Å: 4.05
Energy, eV: -27203.79975

Results of the Mulliken charge analysis, in e, for atoms 1 through 6: H 0.39; O -0.60; C 0.72; C -0.34; O -0.05; O -0.15

No. 6
Computed, not measured: a structure of composition C3H5O3Yb, with ωB97M-V with the def2-TZVPD basis set.

The geometry in XYZ format:
```
12
Properties=species:S:1:pos:R:3:forces:R:3
O 0.454 0.388 0.184 -1.1 -1.3 0.8
C -0.544 0.305 -0.605 -0.9 0.0 0.8
C -1.304 1.468 -0.962 0.5 0.0 -0.5
H -0.875 -0.715 -0.845 0.0 0.2 -0.2
H -0.975 2.386 -0.471 0.0 -0.1 -0.2
H -2.366 1.229 -0.766 0.1 0.0 -0.1
H -1.255 1.533 -2.066 -0.2 0.2 0.0
O 1.743 -0.285 1.799 0.1 3.1 0.0
C 0.870 -0.860 1.121 2.9 2.2 -4.4
O 0.805 -1.951 0.629 -1.4 -1.2 1.2
Yb 1.641 -4.235 0.672 0.0 -0.2 0.1
H 1.808 0.737 1.310 0.0 -2.9 2.5
```
Forces are in eV/Å.

Results
Highest occupied orbital energy, eV: -23.8
Multiplicity: 1
Net charge: +3
Orbital gap, eV: 10.1
Max |F|, eV/Å: 5.67
Energy, eV: -40829.82470

Results of the Mulliken charge analysis, in e, for atoms 1 through 6: O -0.35; C 0.35; C -0.92; H 0.36; H 0.33; H 0.37